11
Properties=species:S:1:pos:R:3:mulliken_charge:R:1 method="wB97M-V/def2-TZVPD" spin_multiplicity=2 gap_ev="6.466 / 10.186" charge=+2 e_homo_ev="-18.921 / -22.764" s_squared=0.751
C -1.01179 0.90034 0.00558 0.60
C -1.16664 -0.48149 -0.47993 -0.24
F -1.43351 1.09127 1.27376 -0.06
H -0.93525 1.78058 -0.63439 0.36
H -0.88116 -0.57716 -1.53121 0.34
H -2.03111 -1.02006 -0.08564 0.32
O 0.13436 -1.34549 0.39519 -0.28
C 1.18126 -0.62725 0.45613 0.77
O 2.36824 -1.06283 0.38050 -0.19
O 1.04893 0.65801 0.12070 -0.38
Al 2.72668 0.68408 0.09930 0.77

***

7
Properties=species:S:1:pos:R:3:mulliken_charge:R:1 method="wB97M-V/def2-TZVPD" relative_energy_kcal_mol=121.8 spin_multiplicity=1 gap_ev=7.834 e_homo_ev=-9.214
C 0.15106 0.34910 0.13159 -0.54
C -2.89548 -1.17512 0.17140 0.01
C -0.98562 -0.46053 0.06240 -0.17
Br -4.09647 0.14380 -0.03154 0.11
H 0.22793 1.21392 0.83687 0.21
H 1.04061 0.31678 -0.49557 0.26
H -0.72761 -1.24257 -0.82027 0.11

***

12
Properties=species:S:1:pos:R:3:mulliken_charge:R:1 method="wB97M-V/def2-TZVPD" relative_energy_kcal_mol=27.7 spin_multiplicity=1 gap_ev=8.917 e_homo_ev=-9.373
C 0.64922 -0.48919 -0.49915 -0.72
C -0.93819 0.71286 1.15447 -0.51
C 0.65422 0.96590 -0.20622 0.21
O -0.14471 -1.78320 1.67324 -0.60
O -1.80147 -1.42475 -0.07366 -0.57
S -0.70819 -0.98963 0.66497 1.16
Cl 0.19279 2.11999 -1.40223 -0.13
Br -2.58948 1.40188 0.67018 0.01
Br 1.85580 1.60644 0.97831 -0.03
H 0.48366 -0.73648 -1.57964 0.38
H 1.68524 -0.90970 -0.26438 0.37
H -0.39777 1.23892 2.02800 0.42

***

10
Properties=species:S:1:pos:R:3:mulliken_charge:R:1 method="wB97M-V/def2-TZVPD" relative_energy_kcal_mol=85.1 spin_multiplicity=1 gap_ev="8.183 / 6.652" e_homo_ev="-9.093 / -8.532"
C -0.83589 -0.97443 -0.31470 0.04
C -1.37611 0.16728 -0.74449 -0.24
C 1.49560 0.54916 0.82999 -0.29
O 0.15487 -1.57940 -0.86897 -0.52
Br -2.72693 1.08075 0.08325 -0.05
Br 1.96049 2.16091 -0.01900 -0.04
Br 2.27306 -1.02561 0.14056 0.06
H -1.07098 -1.19093 0.73783 0.35
H -1.20716 0.34473 -1.83203 0.35
H 1.33306 0.46754 1.98757 0.35

***

10
Properties=species:S:1:pos:R:3:mulliken_charge:R:1 method="wB97M-V/def2-TZVPD" relative_energy_kcal_mol=42.1 spin_multiplicity=1 gap_ev=9.761 e_homo_ev=-10.014
C -1.21943 1.00759 -1.03647 -0.50
C -0.84935 0.12741 -0.16096 0.22
C 0.96881 -0.29316 0.43548 0.03
O 1.06078 -0.94167 1.66894 -0.43
Br -1.90427 -1.30762 0.72133 -0.15
Br 1.91692 -1.15554 -1.14356 -0.05
Br 1.81412 1.56042 0.62574 -0.10
H -2.16188 1.11371 -1.38080 0.32
H -0.59657 1.78960 -1.38931 0.26
H 0.97087 -1.90076 1.65959 0.40

***

10
Properties=species:S:1:pos:R:3:mulliken_charge:R:1 method="wB97M-V/def2-TZVPD" relative_energy_kcal_mol=17.5 spin_multiplicity=1 gap_ev=8.783 smiles="O[C@H](Br)/C(Br)=C/Br" e_homo_ev=-9.041
O 1.19771 0.80635 -1.53082 -0.41
C 0.69851 -0.22928 -0.87045 -0.18
Br -0.74738 -1.26603 -1.88871 -0.20
C -0.07476 0.31310 0.35170 0.31
Br -0.88921 1.97686 0.11478 -0.14
C -0.51110 -0.59256 1.43698 -0.41
Br -1.65351 -0.07495 2.77647 -0.08
H 0.71427 1.67748 -1.29590 0.31
H 1.37119 -0.97566 -0.73601 0.49
H -0.10574 -1.63531 1.64195 0.32

***

10
Properties=species:S:1:pos:R:3:mulliken_charge:R:1 method="wB97M-V/def2-TZVPD" relative_energy_kcal_mol=15.3 spin_multiplicity=1 gap_ev=9.887 e_homo_ev=-9.310
C -1.62955 1.18353 -0.93229 0.20
C 1.33268 -0.16971 0.49255 -0.20
C 1.23964 0.82263 -0.34692 -0.59
O -2.65265 1.63086 -0.92981 -0.18
Br -1.11604 -2.45644 0.48391 -0.17
Br 0.93140 0.25851 2.22389 -0.09
Br 1.59091 0.84806 -2.22533 -0.13
H 1.80018 -1.14199 0.23544 0.48
H -2.24466 -2.66532 1.03247 0.18
H 0.74811 1.68987 -0.03391 0.48

***

9
Properties=species:S:1:pos:R:3:mulliken_charge:R:1 method="wB97M-V/def2-TZVPD" relative_energy_kcal_mol=47.4 spin_multiplicity=1 gap_ev="8.440 / 8.109" e_homo_ev="-8.045 / -8.073"
C -0.13817 -0.81944 -0.05809 -0.40
C 0.81389 0.05364 -0.71075 -0.05
C -0.71214 0.25004 0.80547 0.01
F 2.00720 0.23859 -0.12760 -0.21
Cl 0.07828 1.23212 1.94347 -0.11
Br -2.18548 1.17942 -0.09171 -0.15
H -0.76957 -1.27759 -0.67726 0.40
H 0.23494 -1.55644 0.62553 0.19
H 0.67105 0.69965 -1.70907 0.32

***

9
Properties=species:S:1:pos:R:3:mulliken_charge:R:1 method="wB97M-V/def2-TZVPD" relative_energy_kcal_mol=66.9 spin_multiplicity=1 gap_ev=8.382 e_homo_ev=-9.538
C -0.85599 -1.03193 -0.73748 -0.85
C -1.24164 -0.25065 0.27671 0.13
C 2.10724 1.77562 -0.25868 0.02
F -1.06511 -0.62907 1.64928 -0.26
Cl 1.46346 2.10575 1.20766 0.03
Br 2.68108 -0.06293 -0.29823 -0.05
H -0.71836 -0.64341 -1.72657 0.28
H -0.74295 -2.00756 -0.60803 0.31
H -1.62772 0.74419 0.49533 0.39

***

13
Properties=species:S:1:pos:R:3:mulliken_charge:R:1 method="wB97M-V/def2-TZVPD" relative_energy_kcal_mol=0.0 spin_multiplicity=1 gap_ev=11.190 smiles=CN(C(F)(F)F)C(F)(F)Br e_homo_ev=-10.744
C 1.10076 0.86362 -0.09257 -1.09
N 0.22496 -0.14097 0.38040 -0.06
C 0.20358 -1.36809 -0.39970 0.97
F -0.13078 -2.43560 0.26336 -0.26
F 1.32746 -1.56744 -0.95470 -0.26
F -0.71582 -1.19241 -1.36922 -0.27
C -1.04316 0.35913 0.73193 0.45
F -1.88673 -0.61399 1.03562 -0.20
F -0.96533 1.15815 1.81747 -0.22
Br -2.00994 1.54133 -0.65460 -0.18
H 0.63820 1.33576 -1.05575 0.38
H 1.25185 1.60711 0.62856 0.32
H 2.00492 0.45338 -0.33078 0.42

***

10
Properties=species:S:1:pos:R:3:mulliken_charge:R:1 method="wB97M-V/def2-TZVPD" relative_energy_kcal_mol=11.4 spin_multiplicity=3 gap_ev="6.452 / 8.115" e_homo_ev="-5.775 / -10.710" s_squared=2.016
C 0.22983 1.68094 -0.04368 0.70
C -0.93000 -1.66414 -0.36693 0.56
C 0.71775 0.73203 0.69595 -0.83
N -0.08707 2.68903 -0.62523 -0.45
N -0.51822 -2.55702 0.30301 -0.44
O -1.53195 -0.88913 -0.97904 -0.42
Br 2.22191 -0.28998 0.12625 -0.17
H 0.30651 0.43567 1.64272 0.43
H -0.79213 2.71743 -1.35007 0.30
H 0.38336 -2.85483 0.59703 0.31

***

10
Properties=species:S:1:pos:R:3:mulliken_charge:R:1 method="wB97M-V/def2-TZVPD" relative_energy_kcal_mol=6.8 spin_multiplicity=1 gap_ev=8.459 smiles=BrNc1nccs1 e_homo_ev=-8.456
Br -3.88177 -0.20441 -0.05288 -0.01
N -2.42266 0.87956 0.39248 -0.42
C -1.18465 0.35714 0.17048 0.58
N -0.91339 -0.89668 0.16275 -0.46
C 0.42016 -1.12180 0.06966 -0.51
C 1.19563 -0.01483 -0.00408 -0.15
S 0.22135 1.41457 0.03412 -0.17
H -2.59309 1.90572 -0.00772 0.35
H 0.77014 -2.13716 0.06162 0.39
H 2.26123 0.06688 -0.07690 0.39

***

13
Properties=species:S:1:pos:R:3:mulliken_charge:R:1 method="wB97M-V/def2-TZVPD" relative_energy_kcal_mol=49.5 spin_multiplicity=1 gap_ev="9.357 / 9.358" smiles="Cc1nonc1/[N+]([O-])=N/Br" e_homo_ev="-10.158 / -10.158"
C -1.30736 -1.15577 0.20257 -0.95
C -0.91728 0.27158 -0.00219 0.67
N -1.77459 1.23705 -0.07474 -0.42
O -1.14273 2.34570 -0.24144 -0.01
N 0.21126 2.22993 -0.24350 -0.34
C 0.38737 0.95716 -0.04299 0.23
N 1.63971 0.31011 0.03695 0.92
O 2.64274 0.92523 0.33432 -0.60
N 1.50846 -0.94655 -0.15412 -0.44
Br 3.05407 -1.84733 -0.10735 0.01
H -0.65113 -1.73283 0.94771 0.32
H -2.44416 -1.00207 0.17134 0.35
H -1.20635 -1.59221 -0.82657 0.26

***

10
Properties=species:S:1:pos:R:3:mulliken_charge:R:1 method="wB97M-V/def2-TZVPD" relative_energy_kcal_mol=131.0 spin_multiplicity=1 gap_ev="6.138 / 6.135" charge=+2 e_homo_ev="-20.047 / -20.045"
H 0.27361 -1.60655 -0.07865 0.43
F -1.35629 1.64834 -0.14664 -0.18
O -0.45640 0.11602 1.29636 -0.20
O 1.12583 0.33298 -0.21644 -0.36
C -1.15913 0.33411 0.04729 0.14
C -0.04630 -0.30498 -0.78741 -0.22
C 0.62409 -0.48659 0.77614 0.07
H -2.11315 -0.20289 0.05603 0.38
H 0.02683 -0.30462 -1.87303 0.46
Cd 3.08091 0.47418 0.92634 1.48

***

9
Properties=species:S:1:pos:R:3:mulliken_charge:R:1 method="wB97M-V/def2-TZVPD" relative_energy_kcal_mol=3.8 spin_multiplicity=2 gap_ev="3.599 / 7.797" charge=+2 e_homo_ev="-17.061 / -21.255" s_squared=0.756
O 1.11763 0.73465 -0.00982 -0.17
Cd -1.42346 -2.51514 0.09790 1.63
O -0.33334 -0.98125 0.08496 -0.65
C 0.80224 -0.54395 0.08073 0.66
C 2.46664 0.48364 0.37453 -0.19
C 2.23296 -0.98620 0.49416 -0.25
H 3.24105 1.08117 -0.10257 0.34
H 2.28747 -1.43157 1.49589 0.32
H 2.71769 -1.63025 -0.25232 0.31

***

7
Properties=species:S:1:pos:R:3:mulliken_charge:R:1 method="wB97M-V/def2-TZVPD" relative_energy_kcal_mol=124.3 spin_multiplicity=1 gap_ev="6.508 / 9.928" e_homo_ev="-6.629 / -9.262"
C 0.05310 -0.71472 0.54434 -0.18
C 0.48309 -0.64606 -0.73412 -0.07
C 0.08706 0.56906 0.02697 -0.28
Cl 0.63685 2.02184 0.31043 -0.10
H 0.02273 -1.46003 1.31011 0.34
H 1.05988 -0.95418 -1.64221 0.36
H -2.34272 1.18410 0.18448 -0.06

***

9
Properties=species:S:1:pos:R:3:mulliken_charge:R:1 method="wB97M-V/def2-TZVPD" relative_energy_kcal_mol=11.0 spin_multiplicity=1 gap_ev=11.468 smiles="C=CC(F)(Cl)Cl" e_homo_ev=-10.763
C -0.92790 2.25091 0.44835 -0.62
C -0.52946 1.04990 0.85691 -0.41
C -0.16515 -0.18116 0.14031 0.76
F -1.15242 -1.08217 0.51994 -0.19
Cl -0.14918 -0.15405 -1.61773 -0.16
Cl 1.47339 -0.72947 0.68114 -0.14
H -0.95585 2.92771 1.26310 0.30
H -0.89292 2.37447 -0.63077 0.26
H -0.55595 0.73932 1.93674 0.21

***

9
Properties=species:S:1:pos:R:3:mulliken_charge:R:1 method="wB97M-V/def2-TZVPD" relative_energy_kcal_mol=47.0 spin_multiplicity=1 gap_ev=8.550 smiles="CC(F)=C(Cl)Cl" e_homo_ev=-8.330
C 0.27403 -0.02463 -0.05590 -0.79
C 1.34816 -1.01249 -0.07282 0.27
F 2.36643 -0.63946 0.75454 -0.23
C 1.62731 -2.09392 -1.26991 0.23
Cl 3.09989 -2.90721 -1.39281 -0.14
Cl 0.35565 -2.51084 -2.33612 -0.17
H 0.51434 0.94066 -0.57363 0.28
H -0.13090 -0.02883 0.96246 0.27
H -0.40715 -0.39722 -0.79923 0.28

***

9
Properties=species:S:1:pos:R:3:mulliken_charge:R:1 method="wB97M-V/def2-TZVPD" relative_energy_kcal_mol=40.0 spin_multiplicity=1 gap_ev=11.107 smiles=C#CC(Cl)Cl.Cl e_homo_ev=-10.589
C 0.55417 1.24100 0.58236 -0.07
C 0.61129 0.05097 0.41445 -0.50
C 0.51682 -1.37075 0.07574 0.18
Cl 0.30422 -2.30448 1.58630 -0.16
Cl 2.07051 -1.80941 -0.76835 -0.14
H 0.50911 2.24438 0.92015 0.43
H -0.42483 -1.60804 -0.37400 0.28
Cl -1.79737 1.43134 -1.72464 -0.27
H -2.34392 2.12500 -0.71200 0.26

***

15
Properties=species:S:1:pos:R:3:mulliken_charge:R:1 method="wB97M-V/def2-TZVPD" relative_energy_kcal_mol=27.8 spin_multiplicity=1 gap_ev=9.520 smiles="O=C1N=C(N(Cl)Cl)N(Cl)[C@H](O)N1" e_homo_ev=-9.985
O -0.88295 -2.92249 1.59015 -0.56
C -1.00126 -1.93943 0.93832 0.29
N -2.26285 -1.54770 0.47969 -0.47
C -2.54841 -0.37826 0.20384 0.77
N -3.66073 0.06259 -0.32443 -0.04
Cl -4.77977 -1.09388 -0.73937 0.01
Cl -4.40057 1.56263 -0.08616 0.04
N -1.24093 0.75587 0.21969 -0.35
Cl -1.61667 1.19150 1.87535 -0.06
C 0.00852 0.14565 0.04759 -0.05
O 0.15815 0.23726 -1.33378 -0.52
N 0.08441 -1.21429 0.50406 -0.09
H 0.74044 0.87144 0.49837 0.38
H -0.70931 0.01901 -1.76266 0.35
H 1.07883 -1.48123 0.80392 0.29